Computed, not measured: a molecular structure, C6H8BrClN2O2 at a distorted geometry, with wB97M-V/def2-TZVPD.

Summary:
- M: 255.5 g mol⁻¹
- Highest occupied orbital energy: -9.2 eV
- HOMO-LUMO gap: 9.5818 eV

Each line ends with the Mulliken charge.
Element x y z (Å)
Br 2.738 2.004 0.274  -0.151
Cl 2.922 -0.849 -0.579  -0.114
O 0.122 -2.818 1.659  -0.557
O -0.192 -0.954 -2.467  -0.578
N -0.329 -2.178 -0.475  -0.025
N 0.396 -0.632 0.942  -0.080
C -0.613 1.378 -0.209  -0.273
C 2.023 0.583 -0.863  -0.024
C -0.195 -1.028 -1.262  0.212
C 0.155 0.124 -0.204  0.095
C -1.736 1.325 0.853  -1.170
C 0.135 -1.989 0.821  0.094
H -2.733 1.452 0.383  0.273
H 0.265 -0.246 1.782  0.293
H 0.067 2.123 0.201  0.134
H -0.865 1.555 -1.253  0.501
H -1.648 0.322 1.332  0.266
H -0.555 -3.165 -0.784  0.274
H 1.770 1.061 -1.854  0.420
H -1.728 1.930 1.703  0.409

---

Computed, not measured: a single C4H8N2O molecule at a distorted geometry, with wB97M-V/def2-TZVPD.

Summary:
- SMILES string: [H]/N=C(/C=N/[H])OCC
- M: 100.1 g mol⁻¹
- Highest occupied orbital energy: -10.1 eV
- HOMO-LUMO gap: 10.9414 eV

Each line ends with the Mulliken charge.
Element x y z (Å)
O -0.483 -0.089 -0.084  -0.316
N -2.953 -0.908 -1.227  -0.552
N -1.722 1.867 0.422  -0.617
C -2.851 0.006 -0.365  -0.033
C 1.823 -0.300 -0.774  -1.012
C 0.757 0.512 -0.087  -0.432
C -1.597 0.674 0.040  0.500
H 2.194 -0.954 0.043  0.248
H 1.066 0.795 0.881  0.428
H -0.931 2.388 0.514  0.247
H 0.597 1.528 -0.561  0.297
H 2.523 0.433 -1.152  0.322
H 1.224 -0.893 -1.493  0.283
H -3.634 0.587 0.081  0.398
H -3.871 -1.148 -1.508  0.239

---

Computed, not measured: a single C21H26FN3O5S molecule at a distorted geometry, with wB97M-V/def2-TZVPD.

Summary:
- SMILES string: COc1ccc(S(=O)(=O)N(C)CC(=O)N2CCN(c3ccc(F)cc3)CC2)cc1OC
- M: 451.5 g mol⁻¹
- Highest occupied orbital energy: -7.6 eV
- HOMO-LUMO gap: 8.1317 eV

Each line ends with the Mulliken charge.
Element x y z (Å)
S -0.476 -0.165 1.104  1.319
F 2.145 6.855 -4.435  -0.338
O 0.406 -4.593 4.886  -0.431
O -0.841 -2.480 5.689  -0.447
O 0.571 -0.046 0.134  -0.596
O 0.316 -2.570 -1.450  -0.729
O -0.821 1.010 1.851  -0.765
N -1.880 -0.605 0.272  0.359
N -0.587 -0.776 -2.465  0.062
N 0.331 1.821 -3.077  0.121
C 0.264 -3.619 3.957  1.056
C -1.746 -1.789 -0.550  -1.337
C 0.377 4.230 -2.677  -0.144
C -3.048 -0.614 1.121  -1.142
C 1.104 -5.765 4.534  -0.924
C -0.819 1.656 -2.214  -0.824
C -0.424 -2.459 4.400  0.626
C 2.166 4.516 -4.777  -0.677
C -0.138 -1.512 2.218  -0.731
C 1.265 0.721 -2.913  -0.493
C 1.709 5.621 -4.082  0.310
C 0.536 -2.624 1.774  -1.141
C -0.623 -1.415 3.514  -0.342
C 0.577 -0.585 -3.308  -0.968
C 1.714 3.264 -4.418  -0.239
C 0.817 5.490 -3.036  -0.824
C 0.735 -3.682 2.654  -0.494
C -1.489 -1.337 6.197  -0.892
C 0.812 3.090 -3.360  0.220
C -0.553 -1.717 -1.506  0.977
C -1.510 0.329 -2.564  -1.107
H -2.430 -1.141 5.672  0.356
H 0.250 -0.544 -4.352  0.310
H 1.245 -1.433 -3.158  0.478
H 1.103 -6.384 5.429  0.234
H -2.359 0.187 -1.901  0.393
H -2.999 0.278 1.740  0.383
H 2.859 4.645 -5.594  0.415
H -0.294 4.139 -1.838  0.372
H 2.137 -5.546 4.246  0.370
H -2.666 -1.913 -1.133  0.618
H -1.859 0.375 -3.603  0.430
H 0.606 -6.302 3.721  0.366
H -1.527 2.466 -2.396  0.730
H -1.123 -0.504 3.797  0.608
H -3.090 -1.505 1.761  0.377
H 2.150 0.881 -3.524  0.578
H -3.946 -0.578 0.504  0.335
H -1.698 -1.561 7.241  0.231
H 0.483 6.366 -2.503  0.417
H 2.052 2.408 -4.980  0.400
H 0.904 -2.668 0.761  0.426
H -1.608 -2.691 0.065  0.481
H -0.540 1.638 -1.152  0.366
H 1.264 -4.553 2.305  0.409
H 1.565 0.637 -1.858  0.091
H -0.849 -0.452 6.135  0.361